# 1
The following is a quantum chemistry calculation of 5 unconnected molecules or ions with the total composition C43H83F5NO21P5 in a non-equilibrium geometry, from OMol25.

2S+1: 1
HOMO (eV): -8.87
Orbital gap (eV): 6.661
Relative energy (zero: lowest compared OMol25 entry of this formula, charge and spin) (kcal/mol): 614.6
SMILES: COCN1C(=O)c2cc(C(F)(F)C(F)(F)F)c(OC[C@@H](C)C(C)C)c(P(C)O)c2C1=O.CCOP(=O)(OCC)OCC.CCOP(=O)(OCC)OCC.CCOP(=O)(OCC)OCC.CCOP(=O)(OCC)OCC

Structure (XYZ):
```
158
Properties=species:S:1:pos:R:3:lowdin_charge:R:1
P 0.495 -0.238 6.649 0.7352
P -7.373 -2.458 3.639 0.7379
P 5.872 4.353 -0.569 0.9086
P -3.692 -0.757 -3.817 0.7437
P 0.529 -5.867 -0.465 0.7371
F 2.375 7.249 -5.402 0.0024
F 2.920 9.286 -2.204 0.0468
F 1.128 7.800 -3.031 0.0224
F 3.640 9.278 -5.425 -0.0085
F 1.486 9.954 -3.996 0.0154
O 0.925 0.737 5.286 -0.2029
O -1.079 -5.493 -0.982 -0.1974
O -2.191 -0.727 -4.676 -0.2065
O -0.022 1.188 7.321 -0.2219
O 0.110 -1.111 7.868 -0.2417
O -6.518 -1.684 4.834 -0.2344
O 9.490 7.865 -5.248 0.0106
O -8.717 -2.484 4.408 -0.2432
O -5.036 -0.783 -3.049 -0.2432
O -0.159 -6.088 1.028 -0.2208
O 8.325 3.380 -4.555 -0.2312
O 7.244 4.734 0.493 -0.3731
O 1.969 -6.201 -0.003 -0.2471
O -0.883 -0.559 5.778 -0.2278
O 0.195 -7.379 -1.064 -0.2307
O -5.872 -2.428 2.780 -0.2013
O -6.937 -4.005 4.053 -0.2227
O 9.489 4.851 -1.559 0.0147
O -2.837 0.017 -2.623 -0.2407
O -3.256 -2.304 -3.403 -0.2399
O 3.261 5.983 -1.954 -0.1708
N 9.426 5.576 -4.000 -0.0169
C -5.869 -2.833 1.423 -0.3078
C 1.443 2.550 -2.277 -0.3620
C -7.032 -2.268 0.630 -0.0863
C 8.885 6.900 -4.550 -0.2077
C 7.308 6.925 -4.100 0.0093
C 1.726 1.938 -3.784 -0.1139
C -3.815 0.421 -0.470 -0.0694
C 1.346 4.210 -2.250 -0.2345
C -7.498 -5.809 2.564 -0.0857
C -1.500 -4.142 -0.932 -0.2951
C -2.188 -1.132 -6.033 -0.3066
C 2.601 1.939 -1.287 -0.1236
C 1.215 -8.137 -1.695 -0.3130
C 4.547 7.385 -3.922 0.0432
C 2.777 4.818 -2.767 -0.1628
C 5.995 7.708 -4.694 0.1152
C -2.698 -1.787 6.752 -0.0700
C -4.151 -3.383 -3.607 -0.3044
C 8.905 2.173 -3.942 -0.1133
C 0.231 4.594 -3.432 -0.1013
C -7.832 -5.084 3.850 -0.3039
C -3.464 1.008 -1.826 -0.3056
C 6.195 2.540 -1.140 -0.3101
C 7.309 5.897 -2.823 0.0216
C -7.145 -0.693 5.631 -0.3114
C 1.561 2.552 8.514 -0.0863
C 2.210 8.771 -3.403 -0.1365
C -0.423 -4.188 2.480 -0.0820
C 0.372 -5.438 2.170 -0.3015
C -3.817 -4.108 -4.893 -0.0747
C -1.484 -1.841 5.843 -0.3123
C 4.543 6.338 -2.649 -0.0700
C 1.723 -9.200 -0.737 -0.0786
C 0.410 1.573 8.615 -0.3040
C -7.496 -1.280 6.986 -0.0753
C 3.210 8.134 -4.543 -0.1590
C -0.457 -3.172 -1.451 -0.0759
C 3.306 0.283 5.633 -0.0918
C 9.351 4.373 -4.914 -0.1622
C 2.233 1.279 5.238 -0.3087
C 5.897 5.570 -2.057 -0.1724
C 8.842 5.357 -2.611 -0.1867
C -3.351 -0.567 -6.826 -0.0879
H 3.221 0.009 6.689 0.0650
H 2.534 -9.778 -1.189 0.0749
H -6.433 0.128 5.764 0.1133
H -2.909 0.092 0.049 0.0796
H 2.026 -7.495 -2.053 0.1020
H 2.528 2.554 -4.402 0.0883
H 2.659 5.224 -3.861 0.1159
H -8.877 -4.761 3.837 0.1025
H -3.247 -0.813 -7.887 0.0879
H -0.251 -3.425 1.715 0.0644
H 3.661 4.028 -2.801 0.1175
H -6.928 -2.514 -0.431 0.0838
H -4.055 -3.482 -5.758 0.0638
H -4.304 -0.976 -6.477 0.0660
H 10.394 3.808 -4.864 0.1485
H -4.330 1.158 0.153 0.0819
H -5.196 -3.060 -3.620 0.1047
H -2.163 -2.222 -6.087 0.0978
H 3.216 -0.638 5.050 0.0847
H -1.252 -0.772 -6.471 0.1233
H 1.017 4.636 -1.198 0.1598
H -0.127 -3.769 3.448 0.0703
H 0.700 0.716 9.228 0.1026
H -0.865 -2.158 -1.498 0.0812
H 7.891 3.967 0.315 0.0457
H -0.438 2.060 9.106 0.1206
H -3.440 -1.085 6.357 0.0751
H -0.271 5.628 -3.203 0.0784
H -1.800 -2.113 4.831 0.1079
H -8.025 -0.276 5.131 0.1027
H -1.496 -4.400 2.500 0.0820
H -3.404 0.520 -6.717 0.0868
H -4.028 -4.068 -2.762 0.1044
H -0.615 3.753 -3.412 0.0824
H 1.794 2.979 9.496 0.0792
H 1.430 -5.189 2.052 0.1022
H 0.914 -9.884 -0.462 0.0777
H -6.590 -1.609 7.506 0.0742
H 2.331 0.807 -1.061 0.0899
H -7.985 -2.677 0.980 0.0659
H 4.301 0.709 5.475 0.0856
H -0.768 -2.602 6.170 0.1012
H -4.455 -0.462 -0.567 0.0558
H -4.344 1.425 -2.325 0.1058
H 2.183 0.850 -3.662 0.0900
H -3.162 -2.773 6.844 0.0794
H 6.097 8.420 -5.619 0.1226
H 5.912 2.403 -2.283 0.0578
H 9.839 2.377 -3.266 0.1080
H -1.802 -3.894 0.087 0.0999
H 0.694 4.537 -4.523 0.0922
H -2.436 -1.431 7.753 0.0727
H 9.120 1.369 -4.782 0.1104
H 2.734 2.518 -0.277 0.0890
H 0.735 1.945 -4.425 0.0800
H 9.189 4.642 -6.050 0.1649
H -2.751 -4.348 -4.943 0.0822
H 7.333 2.284 -1.046 0.0425
H 3.599 1.891 -1.938 0.0569
H -0.116 -3.465 -2.449 0.0878
H 0.422 -3.152 -0.800 0.0647
H 0.409 2.081 -1.922 0.1361
H 2.088 -8.759 0.197 0.0721
H -6.432 -6.049 2.514 0.0808
H -7.709 -5.769 4.695 0.1205
H -2.398 -4.066 -1.555 0.0928
H 1.326 3.365 7.821 0.0807
H -4.932 -2.473 0.986 0.1112
H -8.074 -6.736 2.479 0.0792
H -8.136 -2.162 6.889 0.0725
H 0.777 -8.620 -2.574 0.1132
H 0.289 -6.138 3.007 0.1212
H 8.086 1.680 -3.235 0.0856
H -7.085 -1.180 0.740 0.0857
H -5.844 -3.923 1.370 0.0977
H 5.546 1.851 -0.452 0.0495
H -7.736 -5.182 1.699 0.0613
H -4.393 -5.035 -4.978 0.0834
H -8.011 -0.543 7.610 0.0759
H 2.276 2.177 5.857 0.0972
H 2.407 1.597 4.205 0.1214
H 2.459 2.049 8.142 0.0613
H -2.752 1.829 -1.692 0.1096
```

# 2
The following is a quantum chemistry calculation of 12 unconnected molecules or ions with the total composition C43H84N12O5 in a non-equilibrium geometry, from OMol25.

2S+1: 1
HOMO (eV): -9.04
Orbital gap (eV): 8.811
Relative energy (zero: lowest compared OMol25 entry of this formula, charge and spin) (kcal/mol): 45.9
SMILES: CN(C)C=O.CN(C)C=O.CN(C)C=O.CN(C)C=O.CN(C)C=O.CCCC#N.CCCC#N.CCCC#N.CCCC#N.CCCC#N.CCCC#N.CCCC#N

Structure (XYZ):
```
144
Properties=species:S:1:pos:R:3:lowdin_charge:R:1
O -3.448 -20.315 -7.272 0.0118
O 0.429 -21.408 -19.615 -0.0270
O 5.075 -20.237 -14.015 -0.0016
O -0.826 -19.898 -12.784 -0.0101
O 0.034 -19.043 -7.866 -0.0390
N -2.012 -21.613 -6.149 -0.1723
N -0.724 -21.412 -11.118 -0.1462
N -8.295 -21.153 -10.011 0.1456
N -3.053 -17.016 -13.646 0.1407
N 0.530 -17.046 -6.849 -0.1909
N -3.726 -24.032 -17.425 0.1498
N 2.280 -24.995 -11.084 0.1603
N 3.566 -19.103 -12.639 -0.1840
N 0.707 -20.719 -17.354 -0.1753
N -1.605 -28.283 -7.417 0.1514
N -2.723 -13.576 -7.833 0.1408
N 2.739 -22.501 -5.302 0.1526
C 0.670 -15.615 -7.022 -0.0489
C 1.344 -19.441 -17.667 -0.0397
C 2.376 -19.741 -13.116 -0.0401
C -4.900 -20.404 -10.484 -0.2483
C -4.075 -16.893 -7.995 -0.2107
C 0.358 -21.561 -18.371 -0.3146
C -1.365 -14.524 -11.561 -0.0787
C 2.885 -25.536 -7.246 -0.1167
C -0.506 -16.385 -13.170 -0.1674
C 3.867 -20.329 -7.978 -0.2240
C 3.161 -26.889 -9.432 -0.1704
C -4.872 -21.138 -11.838 -0.1001
C -1.072 -21.712 -5.039 -0.0346
C 2.670 -25.795 -10.325 -0.1866
C 3.693 -20.306 -6.439 -0.1679
C -6.189 -19.640 -10.127 -0.1668
C -3.509 -14.396 -7.950 -0.2543
C -7.342 -20.515 -10.021 -0.2365
C -1.431 -25.782 -9.833 -0.2557
C 3.127 -21.542 -5.809 -0.1931
C -3.040 -17.291 -9.073 -0.0986
C 0.485 -21.080 -15.920 -0.0336
C 3.408 -18.010 -11.674 -0.0529
C -1.105 -21.712 -9.801 -0.0837
C 2.727 -21.070 -8.740 -0.0964
C -3.692 -23.693 -16.325 -0.2407
C -3.610 -23.154 -14.986 -0.1824
C -1.207 -20.303 -11.695 -0.3129
C -2.953 -25.463 -9.653 -0.0720
C 0.414 -17.848 -7.923 -0.2878
C 0.478 -22.188 -11.542 -0.0235
C 0.400 -17.500 -5.513 -0.0556
C -2.959 -24.172 -13.990 -0.2278
C -1.068 -27.233 -9.723 -0.2192
C 2.598 -26.780 -8.017 -0.2802
C -1.361 -27.808 -8.477 -0.2526
C -1.418 -24.140 -14.140 -0.0936
C 4.757 -19.347 -13.203 -0.3298
C -1.945 -16.773 -13.439 -0.2258
C -0.448 -15.739 -11.791 -0.2623
C -2.478 -20.443 -6.569 -0.3725
C -4.579 -15.396 -8.118 -0.1514
C -2.562 -22.865 -6.578 -0.0555
H -4.638 -23.031 -14.644 0.1105
H 0.279 -23.243 -11.355 0.0529
H 1.352 -17.394 -4.992 0.0963
H 0.593 -15.612 -11.495 0.0982
H 0.602 -18.682 -17.421 0.0883
H -1.842 -14.658 -10.590 0.0451
H -0.672 -16.549 -11.097 0.0788
H -1.656 -22.062 -4.188 0.0961
H -3.192 -25.663 -8.608 0.0716
H -3.425 -17.112 -10.077 0.0761
H 1.712 -20.893 -8.384 0.0448
H 3.939 -25.375 -7.016 0.0794
H 2.008 -20.464 -12.388 0.0595
H -0.250 -22.399 -17.995 0.1233
H -0.836 -13.584 -11.717 0.0760
H -5.189 -15.093 -7.266 0.1137
H 2.299 -25.246 -6.374 0.0700
H -1.021 -24.444 -15.108 0.0764
H -0.216 -15.722 -13.985 0.1171
H 0.698 -15.239 -8.044 0.0867
H -2.245 -14.444 -12.199 0.0704
H -5.103 -15.229 -9.059 0.1202
H 1.770 -19.399 -18.669 0.0909
H -0.045 -15.004 -6.470 0.0915
H -1.967 -19.857 -11.035 0.1242
H 3.394 -17.016 -12.120 0.0913
H -0.124 -20.445 -15.276 0.0779
H -0.657 -20.745 -4.756 0.0736
H 0.115 -17.277 -13.256 0.0808
H 0.014 -27.327 -9.824 0.1030
H 0.758 -21.940 -12.566 0.0728
H -1.895 -19.612 -6.145 0.1176
H -4.939 -17.542 -8.139 0.0797
H -4.783 -20.520 -12.731 0.0758
H -2.148 -21.474 -9.593 0.0785
H 2.716 -24.701 -7.925 0.0479
H 4.751 -20.920 -8.221 0.1042
H -3.184 -24.443 -9.959 0.0553
H -0.188 -22.306 -5.273 0.0764
H -3.268 -24.016 -12.956 0.0831
H 0.050 -18.531 -5.480 0.0632
H 5.461 -18.636 -12.744 0.1288
H -5.982 -19.209 -9.147 0.0976
H -1.117 -22.799 -9.725 0.0714
H -3.334 -25.188 -14.114 0.1058
H 2.794 -20.771 -9.786 0.0544
H -0.501 -21.338 -8.975 0.0771
H -2.601 -18.279 -8.932 0.0529
H -3.770 -17.138 -6.978 0.1042
H -0.934 -24.695 -13.336 0.0574
H 4.643 -20.027 -5.985 0.1129
H 2.830 -22.144 -8.581 0.0644
H -2.196 -16.603 -9.022 0.0421
H 4.078 -19.334 -8.369 0.0965
H 3.069 -19.449 -6.186 0.0968
H 1.670 -15.399 -6.646 0.0889
H 4.328 -17.983 -11.089 0.0728
H 2.146 -19.267 -16.949 0.0756
H -3.371 -22.834 -7.307 0.0882
H -3.177 -22.157 -14.916 0.1185
H -4.478 -21.048 -9.712 0.0906
H 0.524 -17.242 -8.835 0.1246
H -1.181 -25.441 -10.837 0.0868
H 0.066 -22.085 -15.871 0.0603
H 2.807 -27.867 -9.760 0.1173
H -5.774 -21.719 -12.035 0.0718
H -2.916 -23.502 -5.768 0.0936
H 2.914 -27.669 -7.471 0.1156
H 1.515 -26.882 -8.079 0.0881
H -0.790 -25.143 -9.226 0.0959
H 2.542 -20.204 -14.089 0.0737
H 2.713 -18.205 -10.857 0.0813
H -4.119 -19.664 -10.659 0.0720
H 1.324 -21.920 -10.910 0.0587
H 1.604 -18.986 -13.258 0.0731
H -1.122 -23.093 -14.084 0.0449
H -3.946 -21.708 -11.911 0.0489
H -1.487 -27.937 -10.442 0.1377
H -1.798 -23.495 -7.034 0.0807
H -0.368 -16.995 -4.928 0.0992
H 4.245 -26.886 -9.328 0.1213
H -6.366 -18.882 -10.890 0.1299
H -3.463 -26.078 -10.395 0.0769
H 1.461 -21.259 -15.469 0.0715
```

Question: Which of these has the highest HOMO?
Answer: C43H83F5NO21P5